Entry from the Open Molecules 2025 dataset: a 2-piece molecular cluster, CH3N2O overall in a non-equilibrium geometry (ωB97M-V/def2-TZVPD).

```
7
CH3N2O (ωB97M-V/def2-TZVPD)
C -0.61374 0.53758 -0.29600
N -2.78445 -0.37545 0.10653
N -1.84758 0.10268 -0.22934
O -0.10493 -1.52401 0.27208
H -0.00277 1.07382 0.63457
H -0.01211 0.63538 -1.17684
H 0.78622 -1.75222 -0.10929
```

Computed properties:
- multiplicity = 3
- charge = +1
- HOMO-LUMO gap (alpha / beta) (eV) = 9.74 / 9.75